1.
Formula: C2H8N2O
Source: the OMol25 dataset
Level of theory: the ωB97M-V functional and the def2-TZVPD basis

Summary:
SMILES = N/C=C/N.O
electronic energy = -7230.53678 eV
gap between HOMO and LUMO = 9.27 eV
energy relative to the best compared isomer or geometry (same formula, charge and spin) = 41.30 kcal per mole

The geometry in XYZ format:
```
13
Properties=species:S:1:pos:R:3:forces:R:3:mulliken_charge:R:1
H 1.16257 -1.62530 1.11627 0.0 0.3 -0.3 0.32
N 0.76903 1.69368 -0.75888 -0.7 -0.1 0.2 -0.50
O 1.91678 -1.47768 1.68818 0.1 -0.5 0.7 -0.66
N -1.82278 -0.81467 0.11626 0.2 0.5 0.2 -0.59
H 1.32202 2.25620 -0.16026 0.6 0.3 0.2 0.22
H 1.19154 1.39751 -1.60738 0.3 0.0 -0.5 0.19
C -0.08510 0.79985 -0.12555 -0.1 -0.4 -0.2 -0.18
H -1.89733 -1.73660 -0.27616 0.1 -0.2 -0.3 0.23
H -2.76282 -0.46238 0.19641 -0.3 0.0 0.1 0.23
H 0.06511 0.60154 0.93132 -0.1 0.4 0.1 0.37
C -1.05282 0.09388 -0.70402 -0.1 -1.0 0.2 -0.29
H -1.27882 0.05360 -1.76541 0.2 0.5 -0.1 0.34
H 2.47261 -0.77962 1.34922 -0.2 0.2 -0.4 0.31
```
Forces are in eV/Å.


2.
Formula: CH2O2S
Source: the OMol25 dataset
Level of theory: the ωB97M-V functional and the def2-TZVPD basis

Summary:
electronic energy = -15996.08831 eV
gap between HOMO and LUMO (alpha / beta) = 8.75 / 8.75 eV
energy relative to the best compared isomer or geometry (same formula, charge and spin) = 88.71 kcal per mole

The geometry in XYZ format:
```
6
Properties=species:S:1:pos:R:3:forces:R:3:mulliken_charge:R:1
H 0.52044 -0.58572 0.92743 -1.5 0.2 -0.2 0.28
O -0.41589 1.12005 -0.43057 4.8 -0.3 -0.7 -0.35
H -1.75352 -0.65870 -0.77223 -0.1 0.7 0.7 0.16
C 1.00972 -0.01242 0.11605 5.6 -0.4 0.4 0.28
S -1.56903 0.35472 0.18631 -3.2 -2.2 0.5 -0.05
O 2.20828 -0.21793 -0.02698 -5.6 2.0 -0.8 -0.31
```
Forces are in eV/Å.


3.
Formula: C10H9F5IrNO5S
Source: the OMol25 dataset
Level of theory: the ωB97M-V functional and the def2-TZVPD basis

Summary:
net charge = -1
spin multiplicity = 6
electronic energy = -49500.08053 eV
gap between HOMO and LUMO (alpha / beta) = 7.26 / 6.37 eV

The geometry in XYZ format:
```
32
Properties=species:S:1:pos:R:3:forces:R:3:lowdin_spin:R:1
O 6.47378 9.66519 9.05123 -1.0 0.4 0.0 0.16
H 6.51354 6.84660 3.74749 0.4 -0.3 -0.4 0.00
O 4.82965 5.04639 5.30677 0.2 0.8 0.3 0.00
H 4.81171 7.29004 3.72728 0.2 0.2 0.2 0.00
C 8.55548 9.31850 7.94044 0.4 -1.4 0.0 0.01
C 6.83102 12.68565 5.81204 1.4 0.8 -0.9 0.32
Ir 5.76432 10.12558 7.03087 0.2 -1.2 0.8 2.10
H 6.04239 8.31497 4.60202 -0.2 0.0 0.2 0.01
H 9.39937 8.60192 8.14609 -0.7 0.8 -0.1 0.00
H 8.20966 8.86872 5.88689 -0.2 0.4 0.9 0.00
H 8.94986 10.28884 7.70172 0.3 0.5 -0.1 0.00
O 6.81734 6.05278 6.32982 0.3 0.0 0.0 0.00
F 4.46225 15.28960 7.81856 -0.4 0.6 0.2 0.00
S 5.52191 6.24552 5.73125 0.4 -0.5 -1.2 0.00
C 5.22525 13.14220 7.39130 0.6 -1.8 -0.1 0.36
N 7.72308 8.86146 6.80200 0.2 -0.1 -0.8 0.11
O 4.65224 7.06012 6.65428 -0.8 0.4 1.0 0.03
H 3.87185 8.66696 5.66745 -0.3 0.3 -0.3 0.03
C 6.06655 15.02537 6.13936 0.8 0.4 0.3 0.29
C 7.14017 14.17136 5.63836 -0.4 -1.3 -0.3 0.68
F 8.44504 14.49853 5.96442 -0.6 0.0 0.1 0.19
H 3.60679 8.59687 7.40318 0.1 0.0 -0.2 0.02
C 5.73370 7.31229 4.31844 -0.4 -0.4 -0.1 0.00
C 5.30283 14.52298 7.13383 -0.5 -0.1 -0.1 0.07
C 6.02121 12.12697 6.72850 -0.9 1.3 0.1 0.14
C 4.37337 8.57446 6.62005 -0.3 -0.2 0.2 0.17
F 5.95736 16.33453 5.79355 0.2 -0.5 -0.1 0.06
H 7.45425 7.87492 6.89800 0.1 0.3 0.3 0.00
F 7.58160 11.88044 4.99163 -0.3 0.5 0.2 0.08
F 4.31846 12.72690 8.28971 0.3 0.4 -0.1 0.12
C 7.70933 9.44090 9.24057 1.0 -0.7 -0.9 0.01
O 8.29071 9.25723 10.29411 0.0 0.2 0.4 0.02
```
Forces are in eV/Å.


Repeat the first record exactly.
Formula: C2H8N2O
Source: the OMol25 dataset
Level of theory: the ωB97M-V functional and the def2-TZVPD basis

Summary:
SMILES = N/C=C/N.O
electronic energy = -7230.53678 eV
gap between HOMO and LUMO = 9.27 eV
energy relative to the best compared isomer or geometry (same formula, charge and spin) = 41.30 kcal per mole

The geometry in XYZ format:
```
13
Properties=species:S:1:pos:R:3:forces:R:3:mulliken_charge:R:1
H 1.16257 -1.62530 1.11627 0.0 0.3 -0.3 0.32
N 0.76903 1.69368 -0.75888 -0.7 -0.1 0.2 -0.50
O 1.91678 -1.47768 1.68818 0.1 -0.5 0.7 -0.66
N -1.82278 -0.81467 0.11626 0.2 0.5 0.2 -0.59
H 1.32202 2.25620 -0.16026 0.6 0.3 0.2 0.22
H 1.19154 1.39751 -1.60738 0.3 0.0 -0.5 0.19
C -0.08510 0.79985 -0.12555 -0.1 -0.4 -0.2 -0.18
H -1.89733 -1.73660 -0.27616 0.1 -0.2 -0.3 0.23
H -2.76282 -0.46238 0.19641 -0.3 0.0 0.1 0.23
H 0.06511 0.60154 0.93132 -0.1 0.4 0.1 0.37
C -1.05282 0.09388 -0.70402 -0.1 -1.0 0.2 -0.29
H -1.27882 0.05360 -1.76541 0.2 0.5 -0.1 0.34
H 2.47261 -0.77962 1.34922 -0.2 0.2 -0.4 0.31
```
Forces are in eV/Å.


- Which value of electronic energy does entry 3 give?
  -49500.08053 eV